Entry from the Open Molecules 2025 dataset: an isolated ion of composition C4H6N3S and charge +1 (ωB97M-V/def2-TZVPD).

Last column: Löwdin charge in e.
CARTESIAN COORDINATES (ANGSTROEM)
C1 2.52 0.90 0.11  0.28
C2 2.71 -0.35 -0.15  -0.40
C3 -0.01 -0.60 0.03  -0.59
C4 -1.48 -2.43 0.04  0.02
N1 -1.24 -1.19 -0.16  0.02
N2 0.13 0.70 -0.10  -0.06
N3 -0.75 1.69 -0.21  0.06
S1 1.45 -1.61 -0.08  1.05
H1 2.38 1.90 0.30  0.06
H2 3.67 -0.87 -0.05  0.11
H3 -0.84 -3.14 0.69  0.12
H4 -2.32 -2.95 -0.35  0.08
H5 -1.74 1.65 -0.64  0.17
H6 -0.71 2.41 0.46  0.09

HOMO level (alpha / beta), eV: -12.82 / -12.81
Energy above the lowest of the compared OMol25 structures with the same formula, charge and spin, kcal per mole: 157.4
Total charge: +1



Entry from the Open Molecules 2025 dataset: a 9-piece molecular cluster, C11H37F3N14O10 overall (ωB97M-V/def2-TZVPD).

Last column: Löwdin charge in e.
CARTESIAN COORDINATES (ANGSTROEM)
O1 24.99 2.55 3.97  0.23
H1 24.34 3.22 4.19  0.07
H2 25.33 2.51 3.08  0.07
H3 24.75 1.69 4.33  0.06
C1 22.07 5.41 4.52  -0.35
O2 22.56 6.34 5.52  -0.18
O3 22.96 4.29 4.59  -0.26
C2 20.58 5.08 4.55  -0.59
F1 19.78 6.10 4.17  0.13
F2 20.21 3.92 3.97  0.14
F3 20.15 4.87 5.76  0.15
C3 22.13 7.65 5.53  -0.26
C4 22.72 8.24 6.82  -0.06
H4 22.55 7.63 7.71  0.07
H5 23.80 8.36 6.90  0.06
H6 22.27 9.20 7.07  0.07
H7 21.04 7.66 5.49  0.12
H8 22.56 8.13 4.66  0.12
H9 22.21 5.93 3.58  0.14
C5 22.19 1.76 7.66  -0.70
O4 22.10 0.83 8.47  -0.01
N1 23.20 2.11 6.86  0.17
N2 21.24 2.67 7.38  0.14
H10 24.00 1.50 6.76  0.06
H11 23.13 2.91 6.25  0.05
H12 21.43 3.50 6.84  0.07
H13 20.33 2.45 7.75  0.11
C6 27.74 1.68 1.79  -0.79
O5 27.34 2.50 2.49  0.12
N3 27.03 0.60 1.37  0.16
N4 28.91 1.71 1.22  0.17
H14 26.02 0.61 1.43  0.07
H15 27.43 -0.13 0.80  0.10
H16 29.46 2.56 1.26  0.13
H17 29.07 1.11 0.42  0.11
C7 25.68 4.99 7.23  -0.76
O6 26.57 4.82 6.42  0.05
N5 25.85 5.23 8.50  0.13
N6 24.38 5.06 7.09  0.17
H18 25.10 5.14 9.17  0.10
H19 26.77 5.16 8.91  0.11
H20 23.87 5.51 7.84  0.11
H21 24.06 4.94 6.14  0.06
C8 25.97 6.98 3.66  -0.70
O7 27.09 7.44 3.42  0.01
N7 25.46 5.86 3.09  0.17
N8 25.20 7.42 4.65  0.17
H22 26.08 5.32 2.50  0.10
H23 24.51 5.58 3.30  0.07
H24 25.63 8.09 5.27  0.11
H25 24.52 6.82 5.08  0.06
C9 26.63 0.17 6.17  -0.83
O8 25.73 0.95 6.27  0.05
N9 27.16 -0.10 5.03  0.20
N10 26.99 -0.52 7.13  0.21
H26 26.85 0.17 4.11  0.10
H27 28.08 -0.53 5.01  0.11
H28 26.76 -0.49 8.11  0.15
H29 27.84 -0.90 6.73  0.12
C10 22.73 -0.22 4.06  -0.79
O9 23.78 0.28 3.95  0.06
N11 22.47 -1.52 4.11  0.18
N12 21.67 0.50 4.21  0.21
H30 21.49 -1.70 4.23  0.11
H31 23.26 -2.10 3.86  0.12
H32 20.81 0.00 4.40  0.11
H33 21.63 1.51 4.24  0.12
C11 23.59 1.65 0.47  -0.77
O10 24.39 2.11 1.32  0.01
N13 22.73 2.41 -0.09  0.18
N14 23.39 0.45 0.20  0.20
H34 22.21 2.13 -0.91  0.12
H35 22.70 3.39 0.16  0.14
H36 22.53 0.25 -0.30  0.13
H37 23.88 -0.28 0.69  0.13

HOMO level, eV: -8.36
Energy above the lowest of the compared OMol25 structures with the same formula, charge and spin, kcal per mole: 109.1
Total charge: 0



Entry from the Open Molecules 2025 dataset: an isolated molecule of C6H6N2 (ωB97M-V/def2-TZVPD).

Last column: Löwdin charge in e.
CARTESIAN COORDINATES (ANGSTROEM)
C1 0.21 -1.39 -2.26  0.11
C2 0.20 -0.59 -1.19  -0.36
C3 1.20 -0.77 -0.19  -0.04
C4 0.95 -0.17 1.02  0.03
C5 -0.33 0.61 1.23  -0.52
C6 -0.77 0.34 -0.87  -0.15
H1 1.03 -2.04 -2.22  0.05
H2 -0.29 -1.17 -3.23  0.10
H3 2.06 -1.16 -0.66  0.10
H4 1.83 -0.12 1.77  0.14
H5 0.02 0.99 2.96  0.03
H6 -1.31 0.76 -1.85  0.16
N1 -0.51 1.23 2.20  0.20
N2 -1.21 0.85 0.20  0.16

SMILES: [H]/N=C1\C=CC(=C)C=N1
HOMO level, eV: -9.14
Energy above the lowest of the compared OMol25 structures with the same formula, charge and spin, kcal per mole: 68.0
Total charge: 0



Entry from the Open Molecules 2025 dataset: a 2-piece molecular cluster, C5H8O overall (ωB97M-V/def2-TZVPD).

Last column: Löwdin charge in e.
CARTESIAN COORDINATES (ANGSTROEM)
C1 -0.50 0.15 1.25  -0.25
C2 0.92 -0.01 0.91  -0.26
C3 1.08 0.30 -0.57  -0.13
C4 -0.31 0.73 -0.99  -0.10
C5 -1.19 0.63 0.01  -0.06
O1 0.49 1.09 1.71  0.00
H1 -0.86 -1.88 -0.70  0.03
H2 -1.00 -0.43 2.02  0.14
H3 1.59 -0.70 1.41  0.14
H4 1.82 1.08 -0.76  0.12
H5 1.41 -0.60 -1.12  0.11
H6 -0.53 1.13 -1.97  0.10
H7 -0.70 -2.42 -1.19  0.06
H8 -2.23 0.92 -0.02  0.10

SMILES: C1=C[C@@H]2O[C@@H]2C1.[H][H]
HOMO level, eV: -9.52
Energy above the lowest of the compared OMol25 structures with the same formula, charge and spin, kcal per mole: 63.9
Total charge: 0



Entry from the Open Molecules 2025 dataset: C38H41N3O6S2Sb2V as an isolated structure (ωB97M-V/def2-TZVPD).

Last column: Löwdin spin population.
CARTESIAN COORDINATES (ANGSTROEM)
V1 0.91 0.09 0.84  1.92
C1 -1.55 -0.47 -3.19  0.00
C2 -2.62 0.56 -2.74  0.00
C3 -3.41 0.08 -1.53  0.00
Sb1 -2.34 0.18 0.38  0.00
C4 -2.92 2.18 0.82  0.00
C5 -2.61 3.19 -0.11  0.00
C6 -3.03 4.52 0.10  0.00
C7 -3.70 4.84 1.27  0.00
C8 -3.96 3.84 2.23  0.00
C9 -3.58 2.52 2.01  0.00
C10 -3.66 -0.86 1.75  0.00
C11 -4.96 -0.44 1.62  0.00
C12 -5.98 -1.03 2.38  0.00
C13 -5.65 -2.08 3.25  0.00
C14 -4.32 -2.45 3.45  0.00
C15 -3.31 -1.88 2.68  0.00
Sb2 0.44 0.07 -2.43  0.00
C16 0.82 1.85 -3.60  0.00
C17 1.13 3.02 -2.88  0.00
C18 1.39 4.21 -3.60  0.00
C19 1.44 4.18 -5.01  0.00
C20 1.24 2.97 -5.70  0.00
C21 0.89 1.83 -4.99  0.00
C22 1.77 -1.12 -3.64  0.00
C23 3.12 -0.79 -3.70  0.00
C24 4.06 -1.74 -4.17  0.00
C25 3.65 -2.96 -4.72  0.00
C26 2.26 -3.21 -4.75  0.00
C27 1.33 -2.29 -4.26  0.00
H1 -1.43 -0.46 -4.29  0.00
H2 -1.77 -1.48 -2.84  0.00
H3 -3.30 0.78 -3.56  0.00
H4 -2.19 1.54 -2.51  0.00
H5 -3.66 -0.98 -1.62  0.00
H6 -4.30 0.67 -1.35  0.00
H7 -2.04 2.96 -1.02  0.00
H8 -2.76 5.30 -0.61  0.00
H9 -4.04 5.85 1.49  0.00
H10 -4.47 4.10 3.15  0.00
H11 -3.74 1.74 2.76  0.00
H12 -5.26 0.33 0.90  0.00
H13 -7.00 -0.68 2.25  0.00
H14 -6.41 -2.59 3.82  0.00
H15 -4.07 -3.21 4.18  0.00
H16 -2.28 -2.19 2.78  0.00
H17 1.22 2.98 -1.79  0.00
H18 1.51 5.10 -3.04  0.00
H19 1.60 5.10 -5.58  0.00
H20 1.33 2.93 -6.80  0.00
H21 0.67 0.91 -5.53  0.00
H22 3.46 0.15 -3.27  0.00
H23 5.11 -1.48 -4.13  0.00
H24 4.36 -3.70 -5.10  0.00
H25 1.87 -4.16 -5.16  0.00
H26 0.27 -2.52 -4.29  0.00
O1 0.35 3.41 2.16  0.00
S1 1.11 2.84 1.04  0.01
O2 1.85 3.75 0.17  0.00
O3 0.20 1.93 0.16  0.01
O4 2.13 1.69 1.60  -0.01
O5 -0.07 0.10 2.76  0.01
S2 0.43 -0.94 3.88  0.01
C28 0.24 0.15 5.36  0.00
C29 1.42 -0.20 6.23  0.00
C30 2.68 -0.45 5.41  0.00
C31 2.29 -0.89 4.01  0.00
H27 -0.73 -0.04 5.84  0.00
H28 0.28 1.15 4.96  0.00
H29 1.20 -1.07 6.83  0.00
H30 1.58 0.59 6.99  0.00
H31 3.32 -1.20 5.92  0.00
H32 3.30 0.45 5.34  0.00
H33 2.63 -1.90 3.75  0.00
H34 2.61 -0.20 3.21  0.00
N1 2.96 -0.26 0.07  0.00
C32 4.08 -0.56 0.10  0.01
C33 5.43 -0.88 0.14  0.00
C34 5.97 -1.10 1.41  0.00
N2 6.36 -1.29 2.50  0.00
C35 6.27 -0.69 -0.96  0.00
N3 6.97 -0.43 -1.86  0.00
C36 -0.18 -3.78 1.23  0.00
C37 0.90 -3.13 0.41  0.00
C38 0.92 -3.86 -0.92  0.00
O6 0.54 -1.71 0.25  0.03
H35 0.08 -4.83 1.33  0.00
H36 -1.15 -3.68 0.72  0.00
H37 -0.24 -3.34 2.23  0.00
H38 1.88 -3.17 0.90  0.00
H39 -0.06 -3.88 -1.44  0.00
H40 1.17 -4.90 -0.71  0.00
H41 1.68 -3.53 -1.65  0.00

HOMO level (alpha / beta), eV: -5.34 / -5.33
2S+1: 3
Total charge: -1
Expectation value of S²: 2.013



Entry from the Open Molecules 2025 dataset: an isolated molecule of C2H4N2S3 (ωB97M-V/def2-TZVPD).

Last column: Löwdin spin population.
CARTESIAN COORDINATES (ANGSTROEM)
C1 -0.01 0.60 -0.76  0.58
C2 0.00 0.05 0.59  0.60
N1 1.02 0.15 -1.52  0.28
N2 1.02 -0.94 0.72  0.12
S1 2.11 -0.75 -0.54  0.07
S2 -0.81 0.52 2.09  0.09
S3 0.33 -2.63 0.69  0.15
H1 -0.78 1.13 -1.24  0.04
H2 0.75 -0.22 -2.42  0.03
H3 0.21 1.11 2.65  0.04
H4 -0.64 -2.74 1.55  0.01

HOMO level (alpha / beta), eV: -5.54 / -8.81
2S+1: 3
Energy above the lowest of the compared OMol25 structures with the same formula, charge and spin, kcal per mole: 52.5
Total charge: 0
Expectation value of S²: 2.011



Entry from the Open Molecules 2025 dataset: C18H24CaN7 as an isolated structure (ωB97M-V/def2-TZVPD).

Last column: Löwdin charge in e.
CARTESIAN COORDINATES (ANGSTROEM)
Ca1 0.04 -0.20 -0.76  1.42
C1 3.13 -0.73 -0.55  -0.09
N1 2.17 0.06 0.23  -0.36
C2 2.07 -0.46 1.60  -0.07
C3 2.43 1.51 0.23  -0.22
C4 3.72 1.94 0.46  -0.04
C5 4.03 3.29 0.49  -0.09
C6 3.01 4.20 0.27  -0.08
C7 1.70 3.78 0.06  -0.02
C8 1.34 2.42 0.05  -0.23
N2 0.07 1.87 -0.12  -0.14
C9 -1.18 2.46 0.11  -0.23
C10 -1.48 3.83 0.18  -0.02
C11 -2.77 4.29 0.44  -0.08
C12 -3.82 3.41 0.63  -0.09
C13 -3.56 2.05 0.55  -0.04
C14 -2.29 1.59 0.28  -0.22
N3 -2.07 0.13 0.25  -0.35
C15 -3.09 -0.61 -0.51  -0.09
C16 -1.97 -0.41 1.62  -0.07
H1 4.12 -0.76 -0.08  0.09
H2 3.25 -0.29 -1.54  0.10
H3 2.78 -1.75 -0.64  0.07
H4 3.04 -0.43 2.10  0.10
H5 1.72 -1.50 1.59  0.08
H6 1.37 0.16 2.17  0.09
H7 4.50 1.21 0.62  0.11
H8 5.04 3.63 0.67  0.10
H9 3.22 5.26 0.27  0.11
H10 0.97 4.53 -0.14  0.08
H11 -0.72 4.56 0.02  0.07
H12 -2.94 5.35 0.49  0.11
H13 -4.82 3.78 0.84  0.10
H14 -4.37 1.35 0.71  0.11
H15 -4.07 -0.61 -0.03  0.09
H16 -2.77 -1.66 -0.61  0.07
H17 -3.20 -0.17 -1.50  0.10
H18 -2.93 -0.35 2.14  0.10
H19 -1.24 0.18 2.18  0.09
H20 -1.65 -1.46 1.59  0.08
N4 -0.05 -7.15 -1.41  0.19
C17 -0.21 -5.83 -1.55  -0.48
N5 -0.83 -5.37 -2.65  0.20
N6 0.27 -5.06 -0.58  0.13
C18 0.10 -3.78 -0.69  -0.34
N7 0.00 -2.62 -0.71  0.04
H21 -0.35 -7.81 -2.10  0.12
H22 0.43 -7.47 -0.59  0.13
H23 -1.20 -5.98 -3.35  0.12
H24 -0.96 -4.38 -2.76  0.11

HOMO level, eV: -9.17
Energy above the lowest of the compared OMol25 structures with the same formula, charge and spin, kcal per mole: 0.0
Total charge: +1



Entry from the Open Molecules 2025 dataset: an isolated molecule of C2H4NP (ωB97M-V/def2-TZVPD).

Last column: Löwdin charge in e.
CARTESIAN COORDINATES (ANGSTROEM)
C1 1.05 -0.38 -0.77  -0.11
C2 -0.88 0.41 -0.16  -0.66
N1 0.19 0.46 -1.04  -0.08
P1 -1.19 0.54 1.49  0.75
H1 1.97 -0.30 -1.41  0.08
H2 -1.89 0.42 -0.72  0.05
H3 0.98 -1.13 0.17  0.12
H4 -0.23 -0.03 2.45  -0.16

SMILES: [H]/P=C\N=C
HOMO level, eV: -8.87
Energy above the lowest of the compared OMol25 structures with the same formula, charge and spin, kcal per mole: 50.2
Total charge: 0